{"formula": "C27H27N3O6", "method": "ωB97M-V with the def2-TZVPD basis set", "elements": ["C", "H", "O", "C", "C", "C", "C", "C", "C", "C", "C", "O", "C", "C", "O", "C", "C", "N", "C", "H", "C", "C", "H", "H", "C", "O", "H", "H", "H", "H", "H", "H", "H", "C", "H", "H", "H", "O", "C", "O", "C", "N", "C", "C", "C", "C", "C", "C", "N", "C", "H", "H", "H", "H", "H", "H", "H", "H", "H", "H", "H", "H", "H"], "positions_angstrom": [[4.916655, -3.150261, 4.613987], [4.152476, -3.503305, 5.317681], [5.304326, -4.175738, 3.732500], [4.242180, -4.679557, 2.956790], [3.745050, -3.694256, 1.941134], [2.459151, -3.450840, 1.703641], [1.985069, -2.471829, 0.727711], [2.643605, -1.295368, 0.541755], [2.200581, -0.290552, -0.374132], [2.780708, 0.942148, -0.470877], [2.260024, 1.975361, -1.304427], [2.604893, 3.144664, -1.251951], [1.206863, 1.570628, -2.362957], [0.475423, 0.244729, -2.143326], [-0.500143, -0.034850, -2.810780], [1.051142, -0.662486, -1.154411], [0.427906, -1.851130, -0.920795], [0.841644, -2.744831, -0.002040], [0.024428, -3.913624, 0.247815], [-0.511492, -4.159046, -0.670407], [-0.985930, -3.672830, 1.378123], [-2.014578, -2.583865, 1.065272], [-1.529905, -1.679603, 0.694484], [-2.527658, -2.320248, 1.994050], [-3.064052, -3.044724, 0.048835], [-3.763089, -4.190161, 0.478321], [-4.257548, -3.970219, 1.275642], [-3.756276, -2.217575, -0.155350], [-2.599403, -3.333174, -0.895995], [-1.516001, -4.610353, 1.558034], [-0.452580, -3.399090, 2.290322], [0.669718, -4.759741, 0.494084], [-0.445145, -2.104749, -1.504570], [1.895788, 1.528163, -3.728726], [2.664585, 0.758897, -3.728550], [2.350299, 2.496357, -3.923605], [1.158075, 1.309304, -4.497285], [0.219249, 2.613804, -2.418934], [-0.602491, 2.620415, -1.377262], [-0.583242, 1.784706, -0.503667], [-1.525868, 3.788990, -1.422622], [-2.681334, 3.680316, -0.814583], [-3.506257, 4.743290, -0.856339], [-4.762915, 4.681401, -0.219847], [-5.604672, 5.756515, -0.278577], [-5.234772, 6.925422, -0.968051], [-4.021980, 7.018180, -1.593038], [-3.129030, 5.930199, -1.548069], [-1.924267, 6.019285, -2.152871], [-1.139948, 4.982002, -2.088115], [-0.169985, 5.060337, -2.557769], [-3.717716, 7.906388, -2.124246], [-5.923785, 7.756653, -0.998178], [-6.568943, 5.716906, 0.206449], [-5.023937, 3.774145, 0.301779], [3.601628, 1.211297, 0.176400], [3.516487, -1.085202, 1.138706], [1.714119, -3.998417, 2.263733], [4.522165, -3.183121, 1.390454], [3.416094, -5.014339, 3.603819], [4.660847, -5.551293, 2.440832], [5.810381, -2.864023, 5.163818], [4.523381, -2.280101, 4.076184]], "forces_ev_per_a": [[-0.041, 0.096, 0.068], [0.014, 0.024, -0.005], [0.104, -0.102, -0.138], [-0.017, -0.208, 0.004], [-0.149, -0.042, 0.161], [0.219, -0.290, 0.147], [0.360, 0.690, -0.137], [-0.132, -0.351, 0.121], [-0.129, 0.391, -0.280], [0.258, -0.268, 0.220], [-0.249, 0.052, 0.039], [-0.055, -0.083, -0.125], [0.092, 0.207, -0.217], [-0.225, -0.082, -0.249], [0.199, 0.057, 0.037], [-0.067, -0.707, 0.294], [0.200, 0.597, -0.402], [0.205, 0.108, -0.163], [-0.463, -0.426, 0.441], [0.153, -0.005, -0.007], [0.017, 0.063, -0.162], [-0.119, -0.383, -0.186], [-0.034, 0.126, 0.082], [-0.004, 0.108, -0.022], [0.196, 0.498, 0.082], [-0.214, -0.350, 0.206], [0.001, -0.015, -0.069], [0.108, -0.078, -0.072], [-0.014, 0.091, -0.025], [0.055, -0.012, 0.090], [0.053, -0.086, 0.034], [-0.071, 0.077, -0.137], [-0.072, -0.060, 0.015], [-0.284, 0.140, 0.205], [0.078, -0.061, -0.013], [0.077, 0.032, 0.032], [-0.036, -0.066, -0.023], [0.210, -0.033, -0.436], [-0.121, -0.353, 0.612], [-0.027, 0.371, -0.171], [-0.521, 0.361, 0.114], [0.508, -0.446, 0.004], [0.089, 0.570, -0.347], [-0.181, 0.149, 0.026], [0.017, -0.321, 0.134], [0.211, 0.192, -0.190], [-0.225, 0.058, 0.094], [-0.174, -0.522, 0.310], [0.196, 0.243, -0.142], [-0.034, -0.024, -0.053], [0.089, -0.078, -0.022], [0.037, 0.085, -0.054], [-0.029, 0.077, -0.019], [-0.060, -0.034, 0.045], [-0.033, -0.098, 0.049], [0.109, 0.012, 0.061], [0.039, -0.044, 0.132], [-0.065, -0.062, 0.126], [0.069, 0.094, -0.182], [0.061, -0.013, -0.092], [-0.130, 0.065, 0.067], [-0.063, 0.062, 0.034], [0.014, 0.005, 0.054]], "nbo_charge": [-0.254, 0.165, -0.525, -0.103, -0.140, -0.252, 0.191, -0.238, 0.052, -0.406, 0.523, -0.579, 0.053, 0.583, -0.563, -0.190, 0.121, -0.362, -0.211, 0.216, -0.416, -0.434, 0.222, 0.208, -0.062, -0.720, 0.464, 0.175, 0.168, 0.230, 0.204, 0.219, 0.235, -0.605, 0.221, 0.238, 0.233, -0.468, 0.782, -0.569, 0.048, -0.334, 0.163, -0.193, -0.209, -0.193, -0.196, 0.107, -0.365, 0.046, 0.220, 0.229, 0.217, 0.217, 0.226, 0.220, 0.225, 0.210, 0.211, 0.166, 0.206, 0.200, 0.168], "smiles": "COC/C=C/C1=CC2=CC(=O)[C@](C)(OC(=O)c3cnc4ccccc4n3)C(=O)C2=CN1CCCCO", "homo_ev": -7.7, "total_energy_ev": -45191.459, "fmax_ev_per_a": 0.79, "de_lowest_kcal_mol": 57.6, "e_lumo_ha": -0.013}



{"formula": "C26H47BrF4NO8P", "method": "ωB97M-V with the def2-TZVPD basis set", "elements": ["C", "C", "C", "C", "C", "C", "C", "C", "C", "P", "O", "O", "C", "C", "O", "C", "C", "O", "C", "O", "C", "C", "C", "C", "F", "C", "Br", "C", "C", "C", "C", "C", "O", "C", "F", "F", "F", "H", "H", "H", "H", "H", "H", "H", "H", "H", "H", "H", "H", "H", "H", "H", "H", "H", "H", "H", "H", "H", "H", "H", "H", "H", "H", "H", "H", "H", "H", "H", "H", "H", "H", "H", "H", "H", "H", "H", "H", "H", "H", "H", "H", "C", "N", "O", "O", "H", "H", "H"], "positions_angstrom": [[-5.324182, 2.560502, -3.400497], [-5.039647, 1.319437, -2.367982], [-4.109561, 0.111600, -2.970476], [-2.542600, 0.385068, -2.574902], [-1.965055, -0.652430, -1.395658], [-1.287397, 0.355079, -0.258886], [-0.529542, -0.421385, 0.963247], [0.884828, 0.470833, 1.041116], [2.019678, -0.018198, -0.040330], [2.766118, 1.539622, -0.942968], [1.589200, 2.364522, -1.668723], [3.914711, 0.923436, -2.095335], [4.165566, 1.855029, -3.203357], [4.927484, 0.964835, -4.397207], [3.467887, 2.639702, 0.216745], [3.980533, 3.865237, -0.414211], [3.711687, 5.118044, 0.652374], [-0.454119, -1.812683, 0.488485], [-0.827697, -2.864758, 1.492368], [-0.978193, -4.140805, 1.137297], [-0.924745, -2.147265, 3.003537], [0.699956, -2.013595, 3.338237], [1.351519, -3.258083, 4.169491], [1.074456, -4.751637, 3.559401], [1.031224, -3.281381, 5.626464], [-1.851881, -2.880487, 4.136086], [-3.485874, -3.828892, 3.356212], [-2.270224, -1.882657, 5.412594], [-1.751977, -2.454968, 6.872034], [-1.340934, -0.658788, 2.409629], [-2.834803, -0.043638, 2.591747], [-4.044989, -0.745003, 1.753506], [-4.369070, 0.139585, 0.582382], [-5.503154, -0.796360, 2.570852], [-5.392513, -1.199350, 3.981572], [-5.980339, 0.637343, 2.578518], [-6.556280, -1.542760, 1.796455], [-4.783849, 3.527241, -2.955068], [-4.930586, 2.396559, -4.493587], [-6.485137, 2.821605, -3.363280], [-6.077802, 0.857216, -2.052525], [-4.456755, 1.783877, -1.441362], [-4.190969, 0.183200, -4.159262], [-4.477086, -0.975579, -2.698481], [-2.430635, 1.505368, -2.243639], [-1.899172, 0.232678, -3.567545], [-1.145343, -1.304088, -1.969627], [-2.827738, -1.316890, -0.939082], [-2.044389, 1.202201, 0.107246], [-0.455967, 0.959911, -0.867224], [1.395634, 0.392036, 2.110813], [0.678419, 1.625999, 0.872696], [1.478848, -0.670413, -0.877793], [2.857432, -0.635117, 0.530830], [3.199903, 2.286641, -3.718200], [4.876598, 2.707302, -2.815626], [5.617292, 0.156099, -3.910943], [4.123316, 0.388962, -5.064709], [5.525896, 1.742557, -5.052514], [3.473527, 4.154013, -1.428403], [5.138419, 3.757225, -0.633794], [4.718278, 5.266023, 1.249453], [2.879286, 4.876968, 1.439424], [3.435271, 6.128812, 0.106070], [1.360924, -1.927689, 2.346892], [0.960106, -1.030315, 3.955045], [2.534759, -3.102186, 4.118163], [1.659330, -5.524934, 4.255192], [1.645742, -4.798283, 2.512078], [-0.050259, -5.033088, 3.405572], [-1.301426, -3.789280, 4.684376], [-3.460883, -1.956397, 5.461287], [-1.918021, -0.775932, 5.250777], [-2.628934, -2.433811, 7.674407], [-0.914321, -1.719611, 7.262077], [-1.354699, -3.554942, 6.849104], [-0.702667, 0.077086, 3.102797], [-3.203364, 0.086267, 3.706547], [-2.771629, 1.076935, 2.177389], [-3.771731, -1.790870, 1.262363], [-4.850071, -0.482114, -0.038566], [7.401060, 0.997833, -8.795925], [6.605333, 1.577792, -7.680469], [6.908360, 1.235746, -6.531521], [5.699057, 2.360051, -7.989884], [8.159289, 0.331205, -8.379674], [6.712971, 0.445424, -9.439025], [7.868311, 1.825950, -9.332688]], "forces_ev_per_a": [[-0.085, 0.895, 0.899], [-0.006, -0.303, 0.172], [0.216, 0.864, -1.112], [-0.115, -0.777, -0.574], [0.083, 1.463, -0.619], [0.168, 0.209, -1.120], [-1.493, 0.374, -0.448], [1.056, -0.170, 1.336], [-0.038, -0.309, 0.350], [-3.028, 2.579, -2.400], [4.120, -3.110, 2.426], [-2.240, 1.985, 2.056], [1.082, -0.208, -2.217], [-0.695, 0.655, 0.552], [-0.310, -1.771, -2.800], [0.362, 2.119, 0.005], [0.858, -0.180, 0.138], [0.044, -2.227, 2.486], [-0.263, -4.446, -1.814], [1.095, 8.575, 2.053], [0.737, 0.318, -3.036], [0.791, -0.239, 1.267], [1.206, -0.843, -0.546], [1.217, 0.123, -0.045], [0.198, 0.415, -2.778], [1.358, -0.020, 1.546], [1.195, 0.830, 0.491], [-1.318, -0.966, 0.119], [0.012, 0.673, 0.480], [1.532, 2.571, 2.337], [-0.963, 0.899, -0.524], [-0.564, 0.183, -1.458], [-0.158, -2.594, 0.959], [-0.746, 1.856, 0.082], [-0.945, 0.997, -4.549], [1.103, -4.593, 0.461], [3.410, 2.126, 2.987], [-1.107, -2.065, -1.177], [-0.939, 0.178, 2.152], [2.551, -0.620, -0.433], [2.094, 1.076, -0.376], [-1.601, -1.246, -1.751], [0.094, -0.263, 2.509], [0.774, 2.231, -0.255], [-0.165, -2.189, -0.628], [-1.233, 0.385, 2.297], [-1.835, 1.235, 1.828], [1.899, 1.287, -1.065], [1.494, -2.162, -0.706], [-1.734, -1.309, 1.325], [-1.159, 0.155, -2.183], [-0.041, -2.588, 0.315], [1.514, 1.472, 1.640], [-1.770, 1.216, -1.498], [1.733, -0.772, 1.612], [-1.436, -1.643, -0.897], [-1.110, 1.710, -0.935], [1.726, 1.399, 1.497], [-1.358, -1.963, 1.464], [0.599, -0.994, 1.979], [-2.353, 0.105, 0.651], [-2.110, -0.105, -1.123], [1.512, 0.248, -1.745], [0.634, -2.226, 1.015], [-1.727, -0.339, 2.069], [-0.872, -2.036, -1.195], [-2.615, -0.236, 0.321], [-1.559, 1.693, -1.415], [-1.465, 0.162, 2.169], [2.289, 0.580, 0.349], [-0.954, 2.173, -1.760], [2.686, 0.614, -0.287], [-0.701, -2.269, 0.250], [1.800, 0.060, -1.862], [-1.565, -1.803, -0.705], [-0.638, 2.192, -0.157], [-1.554, -1.403, -1.164], [1.164, -0.615, -2.211], [-0.249, -2.532, 0.819], [-0.642, 1.971, 1.713], [0.685, 1.290, 0.786], [0.245, -0.243, -0.073], [-0.564, 0.404, 0.750], [-0.253, 0.645, -1.835], [1.323, -1.126, 0.654], [-0.252, 0.209, 0.008], [0.090, 0.234, 0.061], [-0.223, -0.130, 0.042]], "lowdin_charge": [-0.148, -0.277, -0.225, -0.200, -0.155, -0.118, -0.309, -0.165, -0.195, 0.802, -0.393, -0.301, -0.278, -0.098, -0.302, -0.289, -0.094, -0.080, -0.198, -0.020, -0.233, -0.074, -0.276, -0.071, -0.119, -0.513, 0.691, -0.236, -0.133, -0.134, -0.066, -0.200, -0.115, -0.185, -0.011, -0.008, 0.000, 0.080, 0.075, 0.080, 0.107, 0.101, 0.106, 0.109, 0.110, 0.117, 0.127, 0.101, 0.130, 0.108, 0.108, 0.130, 0.126, 0.111, 0.129, 0.113, 0.084, 0.097, 0.061, 0.114, 0.127, 0.078, 0.083, 0.085, 0.141, 0.140, 0.153, 0.103, 0.108, 0.078, 0.086, 0.091, 0.108, 0.086, 0.083, 0.077, 0.141, 0.124, 0.148, 0.140, 0.103, 0.039, -0.409, 0.027, 0.058, 0.096, 0.102, 0.102], "smiles": "CCCCCC[C@]1(CCP(=O)(OCC)OCC)OC(=O)[C@](C[C@H](C)F)([C@H](Br)CC)[C@@H]1C[C@H](O)C(F)(F)F.C[N+](=O)[O-]", "homo_ev": -10.0, "total_energy_ev": -135780.722, "fmax_ev_per_a": 8.89, "e_lumo_ha": -0.009}



{"formula": "C5H9NO", "method": "ωB97M-V with the def2-TZVPD basis set", "elements": ["C", "C", "C", "N", "C", "C", "O", "H", "H", "H", "H", "H", "H", "H", "H", "H"], "positions_angstrom": [[1.424424, -0.811164, -0.140377], [0.213108, 0.126674, -0.062204], [0.613352, 1.589657, -0.417268], [-0.958122, -0.383019, -0.867311], [-1.825425, -0.529770, 0.337883], [-0.671562, -0.034808, 1.190709], [-0.525491, 0.151239, 2.367972], [2.235949, -0.499031, 0.525079], [1.816753, -0.800055, -1.166525], [1.162408, -1.850703, 0.096593], [1.374419, 1.570847, -1.216865], [1.019261, 2.082134, 0.479166], [-0.281008, 2.112040, -0.787554], [-0.747390, -1.300150, -1.253158], [-2.706550, 0.127641, 0.328616], [-2.144126, -1.551535, 0.585239]], "forces_ev_per_a": [[-0.018, -0.010, 0.000], [0.316, 0.036, -0.385], [-0.314, -0.745, 0.118], [0.071, -0.091, 0.034], [-0.115, -0.079, -0.071], [0.053, 0.399, 0.658], [0.094, -0.090, -0.667], [-0.198, 0.018, -0.039], [-0.102, 0.048, 0.177], [-0.018, 0.229, 0.073], [-0.319, 0.104, 0.338], [-0.092, -0.055, -0.361], [0.375, -0.023, 0.227], [-0.008, 0.224, -0.047], [0.229, -0.152, 0.036], [0.046, 0.184, -0.088]], "nbo_charge": [-0.620, 0.003, -0.610, -0.613, -0.354, 0.598, -0.508, 0.229, 0.216, 0.210, 0.213, 0.222, 0.227, 0.355, 0.219, 0.213], "smiles": "CC1(C)NCC1=O", "homo_ev": -9.6, "total_energy_ev": -8867.577, "fmax_ev_per_a": 0.82, "de_lowest_kcal_mol": 37.7, "e_lumo_ha": 0.034}



{"formula": "C5H5N3", "method": "ωB97M-V with the def2-TZVPD basis set", "elements": ["C", "C", "C", "C", "C", "H", "H", "H", "H", "H", "N", "N", "N"], "positions_angstrom": [[-0.376707, 0.158368, -1.283948], [-0.079502, 0.668619, 1.165650], [1.107489, 0.258357, 1.934464], [-1.108506, -1.097190, -1.069811], [-1.452857, -2.067738, -0.483894], [-0.098503, -0.174930, -2.960593], [0.287069, 2.053453, -0.341338], [-0.165909, 1.924258, 1.523595], [-0.694314, -0.000857, 1.590548], [-1.563587, -3.205790, -0.197919], [0.014187, 0.628485, -2.366349], [-0.210652, 1.029280, -0.155682], [2.152999, 0.039573, 2.352166]], "forces_ev_per_a": [[-0.429, 1.543, 2.735], [1.479, 6.239, 2.872], [1.843, 0.420, -2.037], [1.741, 2.683, 0.278], [-0.676, -5.457, 1.052], [-0.252, 0.195, -1.526], [-1.723, -4.131, -0.258], [-0.404, -3.877, 0.735], [-3.886, -1.724, 0.770], [-0.079, 3.245, -0.552], [0.799, -0.674, -1.573], [1.476, 1.822, -3.160], [0.112, -0.284, 0.663]], "nbo_charge": [0.369, -0.270, 0.233, -0.125, -0.159, 0.341, 0.422, 0.220, 0.227, 0.274, -0.609, -0.617, -0.306], "smiles": "[H]/N=C(\\C#C)NCC#N", "homo_ev": -9.6, "total_energy_ev": -9730.857, "fmax_ev_per_a": 7.03, "de_lowest_kcal_mol": 106.8, "e_lumo_ha": 0.019}